(1)
The following is a DFT calculation (wB97M-V/def2-TZVPD) of C5H6N2O2 as an isolated structure.

Each line ends with the natural charge from an NBO analysis.
Geometry (Å):
1 C 1.248 1.326 -1.568  -0.66
2 C 0.413 0.573 -0.703  0.31
3 C -0.993 0.587 -0.676  -0.44
4 C -1.606 -0.006 0.509  0.62
5 C 0.445 -1.055 1.041  0.71
6 H 1.757 1.866 -0.674  0.25
7 H 0.829 2.019 -2.127  0.22
8 H 1.850 0.863 -2.413  0.26
9 H -1.410 1.480 -1.083  0.23
10 H -1.708 -1.934 1.340  0.48
11 H 0.517 -2.167 2.571  0.48
12 N -0.884 -0.826 1.387  -0.66
13 N 1.118 -0.326 0.080  -0.57
14 O -2.774 -0.224 0.846  -0.63
15 O 1.197 -2.176 1.470  -0.60

As for the orbital gap: 8.18 eV. The calculation puts the energy above the lowest of the compared OMol25 structures with the same formula, charge and spin at 530.1 kJ/mol. The LUMO energy comes out at -0.71 eV. Its electronic energy is -453.9323 hartree. Its largest force on an atom is 8.47 eV Å⁻¹.

=====

(2)
The following is a DFT calculation (wB97M-V/def2-TZVPD) of a 5-piece molecular cluster, C8H24ClO8 overall.

Each line ends with the natural charge from an NBO analysis.
Geometry (Å):
1 Cl -0.004 0.646 0.068  -0.92
2 C -2.205 -0.518 -2.735  -0.09
3 C -2.979 0.520 -3.503  -0.06
4 O -2.652 1.862 -3.318  -0.71
5 O -0.874 -0.451 -3.207  -0.74
6 H -2.542 -1.554 -2.766  0.17
7 H -2.210 -0.241 -1.680  0.19
8 H -4.005 0.343 -3.180  0.13
9 H -3.074 0.199 -4.540  0.14
10 H -3.363 2.463 -3.555  0.46
11 H -0.474 -1.276 -2.923  0.49
12 C 3.323 1.201 1.920  -0.09
13 C 3.802 -0.280 1.904  -0.10
14 O 3.160 -0.923 0.797  -0.75
15 O 3.699 1.910 0.693  -0.71
16 H 3.899 1.659 2.724  0.14
17 H 2.257 1.329 2.113  0.21
18 H 3.293 -0.764 2.738  0.18
19 H 4.886 -0.339 1.804  0.17
20 H 2.226 -0.709 0.863  0.49
21 H 4.622 1.696 0.538  0.45
22 C -2.021 2.810 2.415  -0.10
23 C -0.860 2.264 3.242  -0.09
24 O -0.881 0.836 3.209  -0.76
25 O -3.307 2.374 2.916  -0.74
26 H -1.921 2.419 1.403  0.21
27 H -2.053 3.893 2.525  0.16
28 H -0.968 2.463 4.308  0.16
29 H 0.090 2.669 2.894  0.17
30 H -0.621 0.667 2.301  0.50
31 H -3.606 1.664 2.345  0.47
32 C 1.097 -2.663 -1.733  -0.11
33 C 0.423 -3.197 -0.496  -0.10
34 O -0.823 -2.504 -0.245  -0.76
35 O 0.321 -2.930 -2.916  -0.74
36 H 2.041 -3.161 -1.952  0.16
37 H 1.320 -1.596 -1.760  0.23
38 H 1.021 -3.022 0.398  0.18
39 H 0.315 -4.279 -0.579  0.16
40 H -0.604 -1.598 -0.016  0.51
41 H 0.252 -3.883 -3.012  0.46

As for the charge: -1. As for the orbital gap: 8.35 eV. The calculation puts the energy above the lowest of the compared OMol25 structures with the same formula, charge and spin at 145.1 kJ/mol. The LUMO energy comes out at 3.01 eV. Its electronic energy is -1381.3217 hartree. Its largest force on an atom is 3.48 eV Å⁻¹.

=====

(3)
The following is a DFT calculation (wB97M-V/def2-TZVPD) of a 9-piece molecular cluster, C15H51O18P3 overall.

Each line ends with the Löwdin charge.
Geometry (Å):
1 C -23.284 -25.649 -3.369  -0.12
2 O -22.894 -25.368 -4.671  -0.19
3 P -22.634 -26.567 -5.718  0.46
4 O -21.889 -27.706 -5.217  -0.20
5 O -24.124 -26.888 -6.269  -0.21
6 C -24.903 -27.990 -5.833  -0.09
7 O -21.905 -25.798 -6.929  -0.21
8 C -21.461 -26.467 -8.101  -0.08
9 H -22.635 -25.059 -2.722  0.10
10 H -23.377 -26.704 -3.112  0.06
11 H -24.328 -25.392 -3.188  0.09
12 H -25.842 -27.642 -5.403  0.09
13 H -24.329 -28.478 -5.046  0.07
14 H -25.199 -28.670 -6.632  0.08
15 H -20.407 -26.723 -7.986  0.09
16 H -21.585 -25.715 -8.879  0.10
17 H -22.016 -27.390 -8.269  0.08
18 C -17.034 -30.619 -6.847  -0.09
19 O -17.365 -30.032 -5.582  -0.23
20 P -16.491 -30.244 -4.229  0.51
21 O -15.139 -29.677 -4.320  -0.23
22 O -16.442 -31.895 -4.148  -0.26
23 C -15.362 -32.514 -3.483  -0.11
24 O -17.452 -29.839 -2.925  -0.23
25 C -17.770 -28.487 -2.661  -0.12
26 H -17.877 -31.163 -7.273  0.06
27 H -16.304 -31.416 -6.705  0.08
28 H -16.587 -29.970 -7.601  0.10
29 H -14.600 -32.591 -4.259  0.09
30 H -15.556 -33.560 -3.244  0.08
31 H -15.059 -31.985 -2.580  0.09
32 H -17.428 -27.776 -3.413  0.09
33 H -17.312 -28.166 -1.725  0.09
34 H -18.845 -28.356 -2.535  0.07
35 C -19.942 -33.423 -7.488  -0.06
36 O -18.626 -33.535 -8.052  -0.22
37 P -17.977 -34.904 -8.523  0.50
38 O -17.594 -35.913 -7.456  -0.25
39 O -16.767 -34.372 -9.458  -0.22
40 C -16.955 -33.514 -10.595  -0.09
41 O -19.088 -35.515 -9.583  -0.25
42 C -18.965 -36.736 -10.241  -0.12
43 H -20.644 -33.969 -8.118  0.09
44 H -20.318 -32.400 -7.509  0.07
45 H -19.993 -33.721 -6.441  0.07
46 H -16.322 -33.858 -11.412  0.09
47 H -16.650 -32.484 -10.411  0.08
48 H -18.002 -33.349 -10.849  0.08
49 H -19.747 -37.434 -9.942  0.09
50 H -17.993 -37.159 -9.988  0.09
51 H -19.031 -36.581 -11.318  0.09
52 C -21.944 -28.693 -1.545  -0.16
53 O -23.017 -28.755 -0.593  -0.12
54 H -21.285 -27.844 -1.362  0.07
55 H -21.309 -29.566 -1.392  0.08
56 H -22.336 -28.695 -2.562  0.06
57 H -23.833 -28.503 -1.032  0.06
58 C -20.435 -29.776 -9.304  -0.20
59 O -19.660 -29.473 -8.214  -0.11
60 H -20.179 -29.183 -10.182  0.09
61 H -20.494 -30.832 -9.571  0.07
62 H -21.480 -29.518 -9.131  0.06
63 H -20.069 -29.979 -7.509  0.03
64 C -18.671 -34.183 -4.057  -0.16
65 O -17.686 -35.160 -4.413  -0.10
66 H -19.711 -34.493 -4.156  0.06
67 H -18.626 -34.014 -2.982  0.09
68 H -18.558 -33.311 -4.702  0.05
69 H -17.825 -35.358 -5.342  0.03
70 C -22.768 -34.514 -4.804  -0.18
71 O -22.498 -35.303 -5.934  -0.10
72 H -23.797 -34.153 -4.792  0.07
73 H -22.514 -34.930 -3.829  0.09
74 H -22.273 -33.545 -4.868  0.05
75 H -23.011 -34.923 -6.651  0.07
76 C -20.614 -30.794 -4.658  -0.09
77 O -21.130 -30.273 -5.879  -0.16
78 H -20.024 -31.698 -4.807  0.07
79 H -20.005 -30.012 -4.203  0.08
80 H -21.466 -31.092 -4.047  0.08
81 H -21.346 -29.352 -5.716  0.03
82 C -24.181 -31.641 -6.669  -0.14
83 O -23.611 -31.257 -5.422  -0.14
84 H -24.918 -30.882 -6.930  0.06
85 H -23.430 -31.719 -7.456  0.08
86 H -24.731 -32.572 -6.532  0.07
87 H -22.701 -31.059 -5.653  0.00

As for the orbital gap: 9.97 eV. As for the SMILES: COP(=O)(OC)OC.COP(=O)(OC)OC.COP(=O)(OC)OC.CO.CO.CO.CO.CO.CO. The calculation puts the energy above the lowest of the compared OMol25 structures with the same formula, charge and spin at 184.1 kJ/mol. The LUMO energy comes out at 0.28 eV. Its electronic energy is -2980.6160 hartree. Its largest force on an atom is 3.38 eV Å⁻¹.

=====

(4)
The following is a DFT calculation (wB97M-V/def2-TZVPD) of a 5-piece molecular cluster, C2H13NO4 overall.

Each line ends with the natural charge from an NBO analysis.
Geometry (Å):
1 C 1.099 0.986 -2.020  -0.04
2 N 0.876 -0.243 -1.639  -0.46
3 C -0.407 -0.406 -0.975  -0.46
4 H 2.150 1.468 -2.052  0.19
5 H 0.206 1.683 -2.013  0.17
6 H -0.392 -1.377 -0.502  0.19
7 H -1.368 -0.285 -1.593  0.21
8 H -0.456 0.451 -0.156  0.21
9 O -1.962 0.769 2.145  -0.96
10 H -2.158 -0.216 2.090  0.49
11 H -1.030 0.727 2.387  0.47
12 O -0.267 -1.627 2.277  -0.99
13 H 0.498 -1.563 2.881  0.49
14 H -0.105 -2.044 1.424  0.50
15 O -1.487 2.858 -0.098  -0.97
16 H -0.925 3.634 -0.083  0.47
17 H -1.394 2.264 0.645  0.50
18 O 2.231 -2.407 -0.553  -0.99
19 H 2.066 -1.618 -1.076  0.50
20 H 2.823 -3.052 -1.088  0.47

As for the orbital gap: 10.60 eV. As for the SMILES: C=NC.O.O.O.O. The calculation puts the energy above the lowest of the compared OMol25 structures with the same formula, charge and spin at 213.9 kJ/mol. The LUMO energy comes out at 0.49 eV. Its electronic energy is -439.6413 hartree. Its largest force on an atom is 3.44 eV Å⁻¹.

=====

(5)
The following is a DFT calculation (wB97M-V/def2-TZVPD) of C26H21HgOP as an isolated structure.

Each line ends with the natural charge from an NBO analysis.
Geometry (Å):
1 Hg -1.025 -0.575 1.779  0.00
2 O -1.761 -1.892 -0.910  -0.41
3 C -0.765 -2.191 -1.416  0.75
4 C 0.362 -2.712 -1.924  -0.36
5 C 0.253 -3.973 -2.630  -0.18
6 C 1.339 -4.523 -3.234  -0.21
7 C 2.590 -3.884 -3.194  -0.26
8 C 2.719 -2.685 -2.502  -0.21
9 C 1.668 -2.069 -1.852  -0.23
10 P 1.745 -0.500 -0.902  0.80
11 C 2.360 0.652 -2.217  -0.24
12 C 1.461 1.658 -2.574  -0.22
13 C 1.730 2.519 -3.630  -0.21
14 C 2.900 2.380 -4.359  -0.21
15 C 3.807 1.387 -4.010  -0.22
16 C 3.544 0.537 -2.947  -0.24
17 C 3.180 -0.776 0.239  -0.34
18 C 2.850 -0.658 1.592  -0.20
19 C 3.743 -1.002 2.596  -0.20
20 C 5.004 -1.475 2.268  -0.21
21 C 5.369 -1.553 0.932  -0.24
22 C 4.473 -1.203 -0.066  -0.14
23 H -0.713 -4.461 -2.654  0.21
24 H 1.240 -5.468 -3.754  0.21
25 H 3.443 -4.327 -3.690  0.20
26 H 3.693 -2.223 -2.482  0.20
27 H 0.538 1.783 -2.004  0.27
28 H 1.017 3.297 -3.875  0.23
29 H 3.114 3.043 -5.188  0.20
30 H 4.727 1.274 -4.571  0.20
31 H 4.287 -0.208 -2.696  0.19
32 H 1.871 -0.281 1.861  0.23
33 H 3.450 -0.910 3.634  0.21
34 H 5.698 -1.771 3.045  0.21
35 H 6.360 -1.899 0.663  0.20
36 H 4.812 -1.262 -1.090  0.19
37 C -1.466 1.953 -0.442  -0.79
38 C -2.065 3.081 -0.989  -0.02
39 C -3.020 2.999 -2.056  -0.30
40 C -3.582 4.125 -2.614  -0.20
41 C -3.246 5.406 -2.167  -0.39
42 C -2.316 5.520 -1.129  -0.20
43 C -1.740 4.409 -0.557  -0.30
44 H -1.720 0.958 -0.793  0.17
45 H -0.731 2.042 0.352  0.17
46 H -3.288 2.013 -2.423  0.18
47 H -4.299 4.018 -3.424  0.18
48 H -3.687 6.287 -2.618  0.18
49 H -2.041 6.508 -0.770  0.18
50 H -1.011 4.519 0.240  0.18

As for the charge: -1. As for the orbital gap (spin up / spin down): 4.16 / 3.56 eV. The spin multiplicity is 2. The calculation puts the energy above the lowest of the compared OMol25 structures with the same formula, charge and spin at 56.5 kJ/mol. The LUMO energy (spin up / spin down) comes out at 2.54 / 1.94 eV. Its electronic energy is -1573.3044 hartree. Its largest force on an atom is 1.25 eV Å⁻¹.

=====

The lowest electronic energy belongs to which entry? C15H51O18P3

=====

Copy entry 1 word for word.
The following is a DFT calculation (wB97M-V/def2-TZVPD) of C5H6N2O2 as an isolated structure.

Each line ends with the natural charge from an NBO analysis.
Geometry (Å):
1 C 1.248 1.326 -1.568  -0.66
2 C 0.413 0.573 -0.703  0.31
3 C -0.993 0.587 -0.676  -0.44
4 C -1.606 -0.006 0.509  0.62
5 C 0.445 -1.055 1.041  0.71
6 H 1.757 1.866 -0.674  0.25
7 H 0.829 2.019 -2.127  0.22
8 H 1.850 0.863 -2.413  0.26
9 H -1.410 1.480 -1.083  0.23
10 H -1.708 -1.934 1.340  0.48
11 H 0.517 -2.167 2.571  0.48
12 N -0.884 -0.826 1.387  -0.66
13 N 1.118 -0.326 0.080  -0.57
14 O -2.774 -0.224 0.846  -0.63
15 O 1.197 -2.176 1.470  -0.60

As for the orbital gap: 8.18 eV. The calculation puts the energy above the lowest of the compared OMol25 structures with the same formula, charge and spin at 530.1 kJ/mol. The LUMO energy comes out at -0.71 eV. Its electronic energy is -453.9323 hartree. Its largest force on an atom is 8.47 eV Å⁻¹.